Entry from the Open Molecules 2025 dataset: an isolated ion of composition C4H10NOS and charge +2 at a distorted geometry (the ωB97M-V functional and the def2-TZVPD basis).

The spin multiplicity is 2. As for the expectation value of S²: 0.75. The value obtained for the LUMO energy (spin up / spin down) is -0.3001 / -0.4767 Ha. The value obtained for the energy above the lowest of the compared OMol25 structures with the same formula, charge and spin is 16.60 kJ/mol. The value obtained for the HOMO-LUMO gap (spin up / spin down) is 10.315 / 5.506 eV. For the largest force on an atom, the calculation gives 1.86 eV Å⁻¹. The net charge is +2. Its electronic energy is -18662.589 eV.

Positions of all 17 atoms, in Å:
O -0.24 2.68 1.09
C 0.47 1.81 0.70
C -0.08 0.35 0.73
C -0.26 -0.16 -0.70
C 0.93 -0.80 -1.38
S 1.38 -2.39 -0.47
N -1.50 0.37 1.30
H 1.50 1.94 0.41
H 0.61 -0.26 1.32
H -1.06 -0.96 -0.65
H -0.68 0.59 -1.35
H 1.87 -0.25 -1.39
H 0.60 -1.06 -2.39
H 1.92 -3.02 -1.58
H -1.42 0.59 2.30
H -2.00 -0.54 1.23
H -2.04 1.10 0.82